Record 1
The following is a DFT calculation (ωB97M-V/def2-TZVPD) of a 2-piece molecular cluster, C16H17N overall at a distorted geometry.

Calculated values
LUMO energy = 0.908 eV
charge = 0
SMILES = Cc1c[nH]c2ccccc12.Cc1ccccc1
relative energy (zero: lowest compared OMol25 entry of this formula, charge and spin) = 6.3 kcal/mol
orbital gap = 0.318 Ha

XYZ file:
```
34
C16H17N, DFT ωB97M-V/def2-TZVPD
C 1.41 -1.89 2.54
C 0.93 -0.62 1.92
C -0.32 -0.07 2.00
N -0.37 1.05 1.18
C 0.83 1.22 0.57
C 1.24 2.09 -0.45
C 2.57 2.11 -0.80
C 3.47 1.16 -0.26
C 3.04 0.23 0.65
C 1.70 0.25 1.07
H 2.49 -1.94 2.41
H 0.94 -2.81 2.19
H 1.22 -1.92 3.62
H -1.26 -0.30 2.48
H -1.20 1.60 1.01
H 0.52 2.76 -0.89
H 2.86 2.81 -1.56
H 4.48 1.09 -0.65
H 3.67 -0.56 1.03
C -0.20 -2.22 -1.69
C -1.37 -1.31 -1.44
C -2.50 -1.72 -0.75
C -3.45 -0.77 -0.36
C -3.40 0.52 -0.83
C -2.31 0.94 -1.61
C -1.34 0.00 -1.91
H 0.52 -2.07 -0.87
H 0.31 -1.93 -2.60
H -0.47 -3.27 -1.65
H -2.68 -2.73 -0.41
H -4.17 -1.02 0.41
H -4.13 1.27 -0.55
H -2.31 1.95 -1.98
H -0.46 0.37 -2.42
```

Löwdin atomic charge list, values in e, 8 entries: atom 1 (C): -0.045, atom 2 (C): -0.232, atom 3 (C): -0.046, atom 4 (N): 0.083, atom 5 (C): -0.230, atom 6 (C): -0.038, atom 7 (C): -0.098, atom 8 (C): -0.103

***

Record 2
The following is a DFT calculation (ωB97M-V/def2-TZVPD) of a single C16H17N3O2 molecule at a distorted geometry.

Calculated values
LUMO energy = -0.248 eV
charge = 0
SMILES = COc1ccc2nc(N3CCC(O)CC3)c(C#N)cc2c1
relative energy (zero: lowest compared OMol25 entry of this formula, charge and spin) = 42.4 kcal/mol
orbital gap = 0.279 Ha

XYZ file:
```
38
C16H17N3O2, DFT ωB97M-V/def2-TZVPD
C 1.12 -0.53 6.02
O 1.17 -1.58 5.10
C 0.97 -1.30 3.78
C 1.04 -2.42 2.92
C 0.86 -2.30 1.57
C 0.60 -1.03 1.01
N 0.46 -0.92 -0.32
C 0.22 0.24 -0.89
N 0.12 0.23 -2.24
C 0.11 -1.04 -2.94
C -0.71 -0.93 -4.23
C -1.83 0.11 -4.08
O -2.74 -0.25 -3.07
C -1.21 1.51 -3.82
C 0.15 1.36 -3.12
C 0.04 1.43 -0.09
C -0.39 2.67 -0.58
N -0.79 3.71 -0.89
C 0.21 1.33 1.28
C 0.52 0.09 1.87
C 0.71 -0.06 3.26
H 1.89 0.23 5.81
H 0.13 -0.05 6.03
H 1.31 -0.97 6.99
H 1.24 -3.38 3.37
H 0.92 -3.15 0.91
H -0.32 -1.79 -2.26
H 1.13 -1.36 -3.16
H -0.08 -0.63 -5.07
H -1.15 -1.90 -4.47
H -2.44 0.14 -4.99
H -2.27 -0.29 -2.23
H -1.09 2.04 -4.76
H -1.90 2.08 -3.19
H 0.40 2.27 -2.59
H 0.93 1.19 -3.87
H 0.07 2.21 1.89
H 0.64 0.82 3.88
```

Löwdin atomic charge list, values in e, 8 entries: atom 1 (C): -0.088, atom 2 (O): -0.085, atom 3 (C): -0.274, atom 4 (C): 0.016, atom 5 (C): 0.002, atom 6 (C): -0.220, atom 7 (N): 0.166, atom 8 (C): -0.235

***

Record 3
The following is a DFT calculation (ωB97M-V/def2-TZVPD) of a single C16H17N3O3 molecule at a distorted geometry.

Calculated values
LUMO energy = 0.491 eV
charge = 0
SMILES = N/C(=N\OC(=O)CCCOc1ccccc1)c1ccncc1
relative energy (zero: lowest compared OMol25 entry of this formula, charge and spin) = 64.1 kcal/mol
orbital gap = 0.336 Ha

XYZ file:
```
39
C16H17N3O3, DFT ωB97M-V/def2-TZVPD
N 1.30 -2.19 3.07
C 0.38 -2.96 2.45
N -0.15 -2.83 1.29
O 0.15 -1.80 0.39
C 0.27 -0.51 0.69
O 0.28 -0.04 1.81
C 0.39 0.29 -0.58
C 1.22 1.56 -0.37
C 1.19 2.45 -1.61
O -0.14 2.88 -1.80
C -0.42 3.71 -2.85
C 0.51 4.18 -3.76
C 0.11 5.02 -4.78
C -1.21 5.41 -4.90
C -2.14 4.94 -3.99
C -1.75 4.10 -2.97
C -0.05 -4.19 3.15
C -1.33 -4.70 2.97
C -1.69 -5.85 3.65
N -0.87 -6.50 4.46
C 0.35 -6.03 4.62
C 0.81 -4.88 4.00
H 1.45 -2.35 4.05
H 1.34 -1.21 2.79
H -0.62 0.58 -0.88
H 0.81 -0.34 -1.37
H 2.26 1.29 -0.15
H 0.81 2.10 0.48
H 1.85 3.32 -1.45
H 1.55 1.89 -2.48
H 1.55 3.90 -3.70
H 0.84 5.38 -5.49
H -1.52 6.06 -5.70
H -3.18 5.23 -4.07
H -2.46 3.72 -2.25
H -2.02 -4.20 2.31
H -2.68 -6.28 3.54
H 0.99 -6.59 5.29
H 1.83 -4.55 4.15
```

Löwdin atomic charge list, values in e, 8 entries: atom 1 (N): 0.172, atom 2 (C): -0.353, atom 3 (N): 0.129, atom 4 (O): 0.024, atom 5 (C): -0.479, atom 6 (O): 0.085, atom 7 (C): -0.083, atom 8 (C): -0.152